Computed, not measured: one molecule with the formula C4H7NO in a non-equilibrium geometry, with ωB97M-V/def2-TZVPD.

The charge is 0.

Element x y z (Å)
C1 -0.758 1.859 0.634
O1 -0.743 0.503 1.040
C2 -0.442 -0.400 0.016
C3 0.612 -1.497 0.319
C4 0.729 -2.132 -1.000
N1 0.652 -2.455 -2.108
H1 -0.841 1.966 -0.456
H2 -1.628 2.352 1.077
H3 0.159 2.356 0.972
H4 -1.351 -0.934 -0.289
H5 -0.053 0.136 -0.857
H6 0.304 -2.231 1.071
H7 1.583 -1.107 0.641

Computed, not measured: C12H20Br6O5 as an isolated structure in a non-equilibrium geometry, with ωB97M-V/def2-TZVPD.

The charge is 0.

Element x y z (Å)
C1 -4.238 -6.012 2.365
C2 -5.034 -7.319 2.328
C3 -5.813 -7.624 3.587
O1 -7.049 -8.146 3.074
C4 -7.203 -7.790 1.836
O2 -8.140 -8.052 1.156
O3 -6.022 -7.264 1.404
H1 -3.378 -5.959 1.697
H2 -3.810 -5.890 3.360
H3 -4.822 -5.105 2.207
H4 -4.419 -8.150 1.982
H5 -5.909 -6.714 4.179
H6 -5.158 -8.331 4.096
C5 3.686 6.431 3.601
C6 2.273 6.028 3.932
O4 1.574 6.623 4.734
C7 1.705 4.896 3.064
H7 4.193 6.446 4.566
H8 3.655 7.490 3.344
H9 4.117 5.751 2.866
H10 0.853 4.351 3.471
H11 2.576 4.296 2.804
H12 1.358 5.171 2.068
C8 3.086 6.486 -5.476
C9 3.426 6.279 -4.012
O5 2.639 5.657 -3.343
C10 4.687 6.870 -3.372
H13 2.803 7.515 -5.699
H14 2.164 5.971 -5.745
H15 3.955 6.111 -6.016
H16 4.569 7.945 -3.509
H17 5.645 6.472 -3.707
H18 4.688 6.715 -2.293
C11 -1.531 -5.298 -4.629
Br1 -1.232 -5.357 -6.575
Br2 -1.010 -7.149 -4.077
Br3 -3.357 -4.845 -4.119
H19 -0.827 -4.589 -4.194
C12 3.067 -0.693 -0.243
Br4 4.244 -0.539 1.419
Br5 1.182 -1.067 0.109
Br6 3.756 -1.963 -1.683
H20 3.050 0.349 -0.561

Computed, not measured: C23H19Cl2F9IrN4O3PS as an isolated structure in a non-equilibrium geometry, with ωB97M-V/def2-TZVPD.

As for the expectation value of S²: 0.7593. The charge is +3. As for the spin multiplicity: 2.

Element x y z (Å)
Ir1 1.171 1.803 -0.898
Cl1 2.561 3.263 0.719
C1 3.997 2.176 0.680
Cl2 3.406 0.533 0.407
H1 4.508 2.233 1.633
H2 4.633 2.468 -0.144
N1 1.040 3.713 -2.366
N2 -0.101 4.488 -2.344
C2 -1.093 4.182 -1.512
N3 -2.177 4.919 -1.488
S1 -1.000 2.824 -0.447
H3 1.854 4.259 -2.088
H4 1.219 3.377 -3.310
H5 -0.157 5.291 -2.955
H6 -2.297 5.735 -2.075
H7 -2.935 4.709 -0.854
F1 -4.657 -3.916 -2.670
C3 -4.782 -2.588 -2.647
F2 -4.971 -2.144 -3.891
F3 -5.854 -2.271 -1.908
C4 -3.545 -1.965 -2.021
C5 -2.729 -1.114 -2.763
C6 -1.580 -0.603 -2.188
C7 -1.284 -0.917 -0.856
C8 -2.102 -1.795 -0.116
C9 -3.245 -2.294 -0.699
P1 0.151 -0.231 -0.013
C10 1.179 -1.700 0.146
C11 1.828 -2.172 -1.023
C12 2.624 -3.294 -0.958
C13 2.740 -3.972 0.255
C14 2.081 -3.526 1.413
C15 1.288 -2.401 1.361
C16 3.614 -5.212 0.350
F4 4.797 -4.842 0.864
F5 3.812 -5.752 -0.849
F6 3.057 -6.113 1.158
C17 -0.382 0.295 1.617
C18 0.554 0.442 2.647
C19 0.156 0.935 3.879
C20 -1.164 1.320 4.067
C21 -2.102 1.174 3.054
C22 -1.714 0.681 1.820
C23 -1.597 1.995 5.354
F7 -1.822 3.295 5.104
F8 -2.727 1.458 5.812
F9 -0.658 1.904 6.294
H8 -2.985 -0.868 -3.785
H9 -0.927 0.034 -2.767
H10 -1.847 -2.079 0.898
H11 -3.894 -2.955 -0.138
H12 1.700 -1.663 -1.971
H13 3.122 -3.666 -1.843
H14 2.170 -4.080 2.339
H15 0.762 -2.080 2.250
H16 1.593 0.178 2.495
H17 0.872 1.032 4.686
H18 -3.137 1.446 3.230
H19 -2.446 0.591 1.026
O1 1.181 0.543 -2.662
N4 2.397 0.845 -3.044
O2 2.912 0.346 -3.968
O3 2.929 1.726 -2.295

Computed, not measured: one molecule with the formula C3H7NO2 in a non-equilibrium geometry, with ωB97M-V/def2-TZVPD.

The charge is 0.

Element x y z (Å)
C1 -1.393 -0.522 -0.058
C2 -0.384 0.604 0.219
C3 0.993 0.079 0.474
H1 -2.861 0.439 -0.899
H2 -1.357 -1.261 0.767
H3 -1.076 -1.025 -0.990
H4 -0.358 1.273 -0.660
H5 -0.754 1.205 1.074
H6 1.182 -0.559 1.318
H7 3.722 -0.104 -0.728
N1 1.923 0.314 -0.375
O1 -2.738 -0.087 -0.105
O2 3.102 -0.355 -0.038

Computed, not measured: one molecule with the formula C5H11NO in a non-equilibrium geometry, with ωB97M-V/def2-TZVPD.

The charge is 0.

Element x y z (Å)
C1 1.286 1.093 -0.001
C2 1.265 -0.373 -0.450
C3 -0.125 -1.005 -0.277
C4 -0.852 -0.868 1.077
C5 -1.890 0.221 0.974
O1 -1.706 1.409 0.955
N1 1.565 -0.427 -1.881
H1 2.220 1.487 -0.435
H2 0.518 1.644 -0.529
H3 1.454 1.191 1.065
H4 1.939 -0.963 0.173
H5 -0.082 -2.032 -0.648
H6 -0.763 -0.524 -1.033
H7 -0.119 -0.696 1.855
H8 -1.332 -1.790 1.312
H9 -2.892 -0.159 0.666
H10 2.538 -0.175 -2.032
H11 1.494 -1.393 -2.193

Computed, not measured: C28H24FeN4O3PS as an isolated structure in a non-equilibrium geometry, with ωB97M-V/def2-TZVPD.

As for the expectation value of S²: 6.0585. The charge is -1. As for the spin multiplicity: 5.

Element x y z (Å)
Fe1 6.999 9.763 7.727
N1 6.486 13.499 6.068
C1 6.866 12.288 6.540
S1 5.806 11.607 7.831
N2 7.947 11.747 5.935
N3 8.231 10.500 6.450
C2 9.257 9.719 6.169
C3 9.226 8.427 6.825
C4 10.048 7.311 6.592
C5 9.836 6.094 7.227
C6 8.971 6.062 8.322
C7 8.160 7.159 8.538
N4 8.196 8.278 7.787
H1 5.743 13.992 6.543
H2 7.224 14.067 5.635
H3 10.159 10.037 5.675
H4 10.926 7.409 5.944
H5 10.273 5.142 6.930
H6 8.917 5.189 8.990
H7 7.413 7.170 9.311
O1 12.145 10.508 9.000
C8 11.490 9.927 9.777
C9 10.887 9.206 10.759
C10 11.614 7.934 10.959
C11 11.994 7.573 12.227
C12 11.439 8.297 13.292
C13 10.417 9.239 13.117
C14 10.088 9.740 11.879
P1 8.987 11.178 12.191
C15 7.571 10.640 13.156
C16 6.576 10.009 12.378
C17 5.596 9.245 12.974
C18 5.556 9.154 14.363
C19 6.421 9.904 15.140
C20 7.370 10.730 14.568
C21 10.125 12.407 12.928
C22 11.464 12.398 12.511
C23 12.190 13.599 12.533
C24 11.670 14.707 13.192
C25 10.442 14.586 13.881
C26 9.603 13.484 13.687
H8 12.028 7.394 10.127
H9 12.730 6.803 12.427
H10 11.684 8.003 14.291
H11 9.918 9.583 14.026
H12 6.637 10.044 11.274
H13 4.849 8.717 12.385
H14 4.778 8.603 14.903
H15 6.394 9.779 16.220
H16 7.960 11.420 15.208
H17 11.984 11.469 12.255
H18 13.140 13.644 12.022
H19 12.236 15.641 13.274
H20 10.151 15.388 14.587
H21 8.635 13.458 14.159
C27 6.523 13.973 10.870
O2 6.954 12.647 11.271
C28 8.235 12.344 10.948
O3 8.898 12.861 10.045
H22 6.554 14.077 9.757
H23 7.216 14.725 11.322
H24 5.499 14.099 11.244

How do the records compare in total energy? In the order shown, they have -7797.8224, -443258.2265, -108695.6078, -8807.5865, -8900.2505, -96033.8304 eV.